# C4H7NS

An isolated molecule of C4H7NS at a distorted geometry (wB97M-V/def2-TZVPD, the OMol25 dataset).

Calculated values
SMILES string: C1NC[C@@H]2S[C@@H]12
Spin multiplicity: 1
LUMO energy, eV: 0.84
Energy above the lowest of the compared OMol25 structures with the same formula, charge and spin, eV: 4.643
Max |F|, hartree/bohr: 0.051
E, eV: -16582.288
Orbital gap, eV: 9.843
E_HOMO, eV: -9.01

```
13
C4H7NS wB97M-V/def2-TZVPD
C 0.949 0.067 0.964
N 0.260 1.259 0.073
C -0.849 0.540 -0.787
C -0.012 -0.772 -0.901
S 0.033 -2.549 -0.530
C 0.051 -1.043 0.590
H 1.074 0.190 2.001
H 1.876 -0.152 0.482
H -0.083 2.106 0.601
H -1.242 1.053 -1.772
H -1.859 0.455 -0.297
H 0.820 -0.277 -1.499
H -1.018 -0.877 1.074
```



# C4H7NS

An isolated molecule of C4H7NS at a distorted geometry (wB97M-V/def2-TZVPD, the OMol25 dataset).

Calculated values
SMILES string: C/C=C\C=N/S
Spin multiplicity: 1
LUMO energy, eV: 0.70
Energy above the lowest of the compared OMol25 structures with the same formula, charge and spin, eV: 3.439
Max |F|, hartree/bohr: 0.105
E, eV: -16583.492
Orbital gap, eV: 9.636
E_HOMO, eV: -8.94

```
13
C4H7NS wB97M-V/def2-TZVPD
C 0.285 1.447 -0.473
C 0.834 0.649 0.592
C 0.266 -0.468 0.980
C -1.009 -1.096 0.528
N -1.247 -1.678 -0.557
S -0.254 -1.547 -1.872
H -0.867 1.152 -0.379
H 0.454 1.325 -1.771
H 0.326 2.459 -0.154
H 1.763 1.013 1.141
H 0.622 -1.035 1.941
H -1.705 -1.601 1.299
H 0.533 -0.619 -1.275
```



# C4H7NS

A cluster of 2 separate species, C4H7NS in total at a distorted geometry (wB97M-V/def2-TZVPD, the OMol25 dataset).

Calculated values
Spin multiplicity: 1
LUMO energy, eV: -0.52
Energy above the lowest of the compared OMol25 structures with the same formula, charge and spin, eV: 6.091
Max |F|, hartree/bohr: 0.101
E, eV: -16580.841
Orbital gap, eV: 8.044
E_HOMO, eV: -8.56

```
13
C4H7NS wB97M-V/def2-TZVPD
C 0.268 1.327 -0.063
C 0.550 -0.231 -0.093
C -0.663 -0.913 -0.230
C 1.974 -0.870 -0.023
H 1.040 2.111 -0.659
H 0.311 1.396 1.218
H -1.159 1.771 -0.330
H -0.702 -1.978 0.037
H -1.924 0.717 0.214
H -2.801 -0.969 0.182
H 1.706 -2.003 0.392
N -1.959 -0.281 -0.405
S 3.359 -0.078 -0.241
```



# C4H7NS

An isolated molecule of C4H7NS (wB97M-V/def2-TZVPD, the OMol25 dataset).

Calculated values
SMILES string: S=CN1CCC1
Spin multiplicity: 1
LUMO energy, eV: 0.81
Energy above the lowest of the compared OMol25 structures with the same formula, charge and spin, eV: 1.084
Max |F|, hartree/bohr: 0.016
E, eV: -16585.848
Orbital gap, eV: 8.999
E_HOMO, eV: -8.19

```
13
C4H7NS wB97M-V/def2-TZVPD
S 3.144 -0.257 -0.001
C 1.806 0.708 -0.001
N 0.563 0.259 -0.007
C 0.037 -1.114 0.000
C -1.390 -0.504 -0.003
C -0.757 0.907 -0.003
H 1.858 1.779 -0.015
H 0.311 -1.655 0.908
H 0.301 -1.707 -0.885
H -1.986 -0.724 0.895
H -1.976 -0.749 -0.884
H -0.955 1.510 -0.891
H -0.956 1.546 0.886
```



# C4H7NS

A cluster of 2 separate species, C4H7NS in total at a distorted geometry (wB97M-V/def2-TZVPD, the OMol25 dataset).

Calculated values
SMILES string: C=C=CN.C=S
Spin multiplicity: 1
LUMO energy, eV: -0.44
Energy above the lowest of the compared OMol25 structures with the same formula, charge and spin, eV: 4.041
Max |F|, hartree/bohr: 0.079
E, eV: -16582.891
Orbital gap, eV: 8.296
E_HOMO, eV: -8.73

```
13
C4H7NS wB97M-V/def2-TZVPD
C -1.155 2.421 -0.603
C -0.750 1.192 -0.788
C -0.493 -0.001 -1.268
N -0.647 -1.165 -0.442
H -0.718 3.031 0.049
H -1.993 2.792 -1.114
H 0.117 -0.025 -2.229
H 0.256 -1.387 -0.011
H -1.263 -0.940 0.261
C 1.980 -0.972 0.949
S 1.612 0.584 0.899
H 1.741 -1.690 1.690
H 2.813 -1.341 0.253
```



# C4H7NS

An isolated molecule of C4H7NS at a distorted geometry (wB97M-V/def2-TZVPD, the OMol25 dataset).

Calculated values
Spin multiplicity: 1
LUMO energy (alpha / beta), eV: 0.05 / 0.12
Energy above the lowest of the compared OMol25 structures with the same formula, charge and spin, eV: 4.005
Max |F|, hartree/bohr: 0.063
E, eV: -16582.927
Orbital gap (alpha / beta), eV: 7.404 / 7.192
E_HOMO (alpha / beta), eV: -7.35 / -7.07

```
13
C4H7NS wB97M-V/def2-TZVPD
C -1.621 -0.221 -0.812
C 0.661 0.037 -2.341
C 0.122 0.228 0.716
C 0.499 -0.140 2.135
N -1.045 -0.052 0.285
S -0.847 -0.620 -2.353
H -2.663 -0.383 -0.808
H 0.814 1.045 -1.857
H 1.501 -0.603 -2.865
H 0.727 1.123 0.443
H 0.002 -0.969 2.470
H 0.244 0.665 2.828
H 1.604 -0.109 2.161
```



# C4H7NS2

A structure of composition C4H7NS2 at a distorted geometry (wB97M-V/def2-TZVPD, the OMol25 dataset).

Calculated values
Spin multiplicity: 1
LUMO energy, eV: -0.37
Energy above the lowest of the compared OMol25 structures with the same formula, charge and spin, eV: 4.701
Max |F|, hartree/bohr: 0.117
E, eV: -27417.145
Orbital gap, eV: 8.283
E_HOMO, eV: -8.65

```
14
C4H7NS2 wB97M-V/def2-TZVPD
C 1.167 -0.591 0.063
C 0.324 0.569 0.415
C -0.622 1.240 -0.399
C -1.833 -0.628 0.491
H 2.967 -1.297 -0.795
H 0.547 -0.973 -0.734
H 1.145 -1.210 0.944
H 0.963 1.387 1.045
H -0.739 2.345 -0.463
H -1.219 0.619 -1.436
H -1.472 -1.833 0.885
N -1.077 0.562 0.851
S 2.905 -0.007 -0.340
S -3.055 -0.182 -0.527
```



# C4H7NS2

An isolated molecule of C4H7NS2 at a distorted geometry (wB97M-V/def2-TZVPD, the OMol25 dataset).

Calculated values
SMILES string: [H]/N=C1/SC[C@H](C)S1
Spin multiplicity: 1
LUMO energy, eV: 0.67
Energy above the lowest of the compared OMol25 structures with the same formula, charge and spin, eV: 0.831
Max |F|, hartree/bohr: 0.078
E, eV: -27421.015
Orbital gap, eV: 9.488
E_HOMO, eV: -8.81

```
14
C4H7NS2 wB97M-V/def2-TZVPD
H 0.611 0.407 -3.978
N -0.172 0.316 -3.297
C -0.164 0.249 -2.058
S -1.638 0.665 -1.222
C -1.074 0.555 0.447
C 0.034 -0.521 0.564
C 0.890 -0.349 1.766
S 1.127 -0.349 -0.939
H -1.915 0.295 1.008
H -0.914 1.541 0.803
H -0.351 -1.584 0.411
H 1.573 0.604 1.943
H 1.630 -1.195 1.810
H 0.362 -0.634 2.742
```



# C4H7NSi2

An isolated molecule of C4H7NSi2 at a distorted geometry (wB97M-V/def2-TZVPD, the OMol25 dataset).

Calculated values
SMILES string: C#C[SiH2]N[SiH2]C#C
Spin multiplicity: 1
LUMO energy, eV: 0.48
Energy above the lowest of the compared OMol25 structures with the same formula, charge and spin, eV: 0.737
Max |F|, hartree/bohr: 0.073
E, eV: -21502.890
Orbital gap, eV: 10.471
E_HOMO, eV: -9.99

```
14
C4H7NSi2 wB97M-V/def2-TZVPD
C -2.388 -1.922 -0.160
C -2.272 -0.784 0.256
Si -1.818 1.006 0.276
N -0.268 1.101 -0.491
Si 1.292 1.134 0.184
C 2.303 -0.706 0.096
C 2.729 -1.826 0.012
H -2.301 -2.794 -0.665
H -1.558 1.597 1.595
H -2.417 1.650 -0.963
H -0.190 0.707 -1.497
H 1.158 1.548 1.702
H 2.452 2.111 -0.369
H 3.278 -2.821 0.025
```